{
  "formula": "C21H22ClN5O2",
  "method": "the ωB97M-V functional and the def2-TZVPD basis",
  "species": ["O", "C", "N", "C", "C", "C", "N", "N", "C", "C", "C", "N", "C", "C", "H", "H", "H", "H", "C", "C", "C", "C", "C", "C", "C", "O", "H", "H", "H", "Cl", "H", "H", "H", "H", "H", "H", "H", "H", "H", "H", "H", "C", "C", "C", "C", "N", "C", "H", "H", "H", "H"],
  "xyz": [[-2.43811, -0.86534, -1.36874], [-3.29331, -0.38488, -0.90045], [-3.28442, 0.98041, -0.40316], [-2.34956, 1.77654, -0.59399], [-2.41812, 2.86476, -1.34075], [-1.19107, 3.43406, -1.02488], [-0.46036, 2.53026, -0.27359], [-1.16076, 1.64056, -0.24543], [-0.68936, 0.51491, 0.53155], [0.34528, -0.42231, -0.22465], [1.58875, 0.51277, -0.40244], [2.15768, 0.67299, 0.77358], [1.47988, 1.35129, 1.50731], [0.10100, 1.02711, 1.94240], [0.18474, 0.04671, 2.41776], [-0.59738, 1.64426, 2.56000], [1.99301, 1.58195, 2.62262], [1.30438, 2.42042, 1.14500], [3.75693, 1.09714, 0.67363], [4.50423, -0.10759, 0.41414], [5.54187, 0.07056, -0.66296], [6.32345, -0.85945, -0.77263], [6.25244, -2.11689, -0.36875], [5.13984, -2.42096, 0.60560], [4.32898, -1.27806, 0.55770], [3.39746, -1.71869, 1.62506], [2.71850, -1.14523, 1.63545], [5.07000, -3.29464, 0.80359], [6.84977, -3.06392, -0.59265], [7.78772, -0.67559, -1.94226], [5.76054, 1.17706, -1.01906], [3.72912, 1.80881, -0.08883], [4.02865, 1.37182, 1.74192], [2.28952, -0.46678, -1.01464], [1.47362, 1.18326, -0.97785], [-0.12068, -0.39192, -1.13698], [0.48992, -1.31216, 0.13957], [-1.51579, -0.08348, 1.16863], [-0.74698, 4.49069, -1.41549], [-3.40061, 3.64080, -1.55815], [-4.23408, 1.19525, 0.12234], [-4.85360, -1.05162, -0.43017], [-6.07765, -0.58962, -0.69823], [-7.13844, -1.49061, -0.49509], [-6.99520, -2.63773, -0.33939], [-5.53731, -3.32332, -0.23294], [-4.55622, -2.60566, -0.38004], [-3.54224, -3.13140, -0.34911], [-7.69820, -3.27407, -0.20541], [-8.21662, -0.87259, -0.51768], [-6.08126, 0.55016, -1.01147]],
  "atomic_forces_ev_per_a": [[9.2737, -6.3842, -5.8022], [-12.7742, 7.7413, 7.7550], [-9.8615, -8.2472, 2.5960], [-1.7478, 2.6417, -3.7745], [-2.4176, 7.4742, -0.8614], [3.0143, 4.0729, -1.2801], [8.8436, 15.1613, -4.5353], [-3.3268, -15.3775, 6.5137], [0.0703, -2.9131, 5.8225], [-1.8557, 8.8113, -0.8265], [1.8471, -16.5319, 1.0233], [11.5806, -6.7086, -3.3232], [-5.3097, 13.4167, 12.9429], [-2.2985, -3.2801, -2.8429], [-0.3102, -0.1173, 0.4651], [1.3604, 0.1786, -0.6802], [-0.6555, -0.6584, -2.4923], [0.7142, -0.3255, 0.2716], [-4.2566, -1.8164, 3.9671], [4.1324, 12.0631, -8.0452], [-5.7016, 10.3392, 3.1871], [8.9385, -4.5814, -5.4206], [-2.8397, -7.0572, 5.1890], [6.4927, 12.8488, -10.0327], [-4.6970, -15.0858, 9.8206], [2.8786, -2.2184, -0.9904], [-4.0877, 3.4092, 0.1767], [-1.9525, -10.4534, 3.3164], [-0.2099, 2.2062, -0.0904], [-0.8997, 0.2792, 0.6287], [-0.5135, -2.6407, 0.4935], [0.7445, 1.4351, -0.8692], [-0.5675, 0.6141, -1.4324], [-1.4182, 3.1807, 1.1092], [-1.5694, 9.3548, -7.6433], [-0.8163, -1.0665, -2.6431], [0.9477, -4.6865, 2.2368], [1.1049, 1.2836, -2.5751], [-1.0654, -2.9083, 1.3805], [2.9585, -2.9781, 0.1710], [3.0449, -0.1863, -1.4614], [6.0029, -2.5717, -2.9211], [2.8108, 3.2682, 0.0567], [-5.8384, 16.9203, -2.4860], [9.1245, -12.3118, 2.0121], [-6.3985, -1.9020, -0.4104], [1.1498, 4.1711, 0.8057], [-1.1320, 1.4050, -0.0984], [-4.2353, -4.4615, 0.8957], [2.5479, -2.2886, 0.0024], [-0.8258, -2.5183, 0.6988]],
  "mulliken_charge": [-0.314, 0.363, -0.110, 0.472, -0.576, -0.430, -1.119, 1.531, -0.317, -1.669, -1.500, 0.864, -0.499, -1.373, 0.546, 0.289, 0.206, 0.408, -0.955, 0.685, -0.502, 0.116, -0.420, -1.324, 0.879, -0.635, 0.327, 0.804, 0.292, -0.274, 0.243, 0.425, 0.283, 0.260, 1.082, 0.709, 0.654, 0.108, 0.273, 0.194, 0.295, -0.127, 0.071, -0.397, -0.465, -0.555, -0.212, 0.352, 0.554, 0.169, 0.323],
  "largest_force_ev_per_a": 19.38,
  "e_homo_ev": -8.25,
  "e_above_lowest_ev": 23.077,
  "orbital_gap_ev": 8.6,
  "spin_multiplicity": 1,
  "e_tot_ha": -1697.0644
}